(1)
Formula: C34H51N8S3SbSi3Tm
Source: the Open Molecules 2025 dataset
Level of theory: ωB97M-V/def2-TZVPD

multiplicity	3
frontier orbital gap (alpha / beta)	5.65 / 5.66	eV
expectation value of S²	2.002
total charge	+1

Atoms and positions in Å:
Tm (1.567, -0.430, -1.471)
C (4.329, 1.341, -0.561)
N (3.135, 1.588, -1.401)
C (2.430, 2.743, -0.751)
C (0.992, 2.826, -1.134)
C (0.484, 4.103, -1.536)
C (-0.886, 4.217, -1.765)
C (-1.702, 3.095, -1.513)
C (-1.115, 1.859, -1.215)
N (0.226, 1.717, -1.063)
C (3.572, 1.872, -2.799)
C (2.535, 1.636, -3.858)
C (2.664, 2.153, -5.175)
C (1.700, 1.851, -6.106)
C (0.528, 1.212, -5.724)
C (0.401, 0.830, -4.392)
N (1.432, 0.940, -3.535)
C (3.957, 0.773, 0.812)
C (4.930, 0.675, 1.817)
C (4.567, 0.000, 2.976)
C (3.269, -0.498, 3.132)
C (2.370, -0.236, 2.115)
N (2.671, 0.443, 1.014)
H (4.932, 2.253, -0.439)
H (5.049, 0.657, -1.069)
H (2.962, 3.681, -1.007)
H (2.533, 2.641, 0.367)
H (1.148, 4.944, -1.672)
H (-1.301, 5.178, -2.077)
H (-2.793, 3.215, -1.559)
H (-1.725, 0.969, -1.016)
H (4.413, 1.141, -2.940)
H (4.057, 2.900, -2.837)
H (3.525, 2.817, -5.428)
H (1.890, 2.065, -7.147)
H (-0.256, 1.100, -6.448)
H (-0.521, 0.459, -3.965)
H (5.968, 1.015, 1.641)
H (5.220, -0.042, 3.820)
H (2.991, -1.006, 4.057)
H (1.364, -0.602, 2.149)
S (3.294, -3.800, 1.646)
C (2.783, -2.770, 0.513)
S (1.059, -2.336, 0.423)
S (3.807, -1.957, -0.619)
N (1.200, -3.624, -4.520)
C (2.576, -3.804, -4.482)
C (3.041, -2.916, -3.561)
N (1.980, -2.159, -3.050)
C (0.876, -2.656, -3.625)
C (-0.424, -2.312, -3.162)
N (-0.638, -1.386, -2.184)
C (-2.007, -1.495, -1.893)
C (-2.566, -2.505, -2.642)
N (-1.541, -3.049, -3.380)
H (0.660, -4.058, -5.248)
H (3.061, -4.542, -5.088)
H (4.032, -2.708, -3.189)
H (-2.447, -0.884, -1.124)
H (-3.524, -2.997, -2.569)
H (-1.710, -3.823, -4.029)
C (-1.140, 3.342, 2.538)
Si (-1.155, 1.722, 3.500)
C (0.594, 1.616, 4.189)
C (-2.395, 1.641, 4.920)
Sb (-1.627, -0.241, 1.844)
Si (-4.235, -0.031, 1.039)
C (-4.431, 1.113, -0.449)
C (-5.289, 0.655, 2.439)
C (-4.914, -1.715, 0.502)
Si (-1.503, -2.553, 3.186)
C (-2.702, -2.553, 4.638)
C (-1.904, -4.015, 2.130)
C (0.253, -2.869, 3.861)
H (-1.290, 4.168, 3.227)
H (-1.893, 3.371, 1.765)
H (-0.195, 3.498, 2.017)
H (0.741, 2.343, 4.992)
H (1.361, 1.813, 3.421)
H (0.814, 0.624, 4.656)
H (-1.837, 1.700, 5.858)
H (-3.004, 0.715, 4.859)
H (-3.123, 2.481, 4.889)
H (-4.111, 2.120, -0.187)
H (-5.462, 1.189, -0.816)
H (-3.840, 0.779, -1.330)
H (-4.782, 1.525, 2.894)
H (-5.501, -0.108, 3.211)
H (-6.252, 1.025, 2.054)
H (-4.170, -2.241, -0.088)
H (-5.764, -1.547, -0.205)
H (-5.175, -2.318, 1.390)
H (-3.707, -2.394, 4.206)
H (-2.548, -1.747, 5.361)
H (-2.723, -3.550, 5.166)
H (-2.690, -3.843, 1.382)
H (-2.190, -4.867, 2.776)
H (-1.003, -4.353, 1.641)
H (0.732, -1.925, 4.157)
H (0.852, -3.360, 3.068)
H (0.186, -3.523, 4.781)

Atom charges from the Löwdin analysis, given in e for atoms 1 to 4:
1. Tm 1.10
2. C -0.17
3. N -0.23
4. C -0.12

(2)
Formula: C4H9N5
Source: the Open Molecules 2025 dataset
Level of theory: ωB97M-V/def2-TZVPD

frontier orbital gap	8.94	eV

Atoms and positions in Å:
H (-4.187, -1.197, 0.813)
N (-3.682, -0.600, 0.201)
C (-2.470, -0.610, 0.106)
N (-1.712, 0.525, -0.378)
N (-0.268, 0.289, -0.693)
C (0.459, 1.499, -0.393)
C (0.495, 0.118, 0.525)
C (1.689, -0.586, -0.149)
N (2.935, -0.145, 0.508)
N (1.562, -1.560, -0.916)
H (0.581, -1.976, -1.446)
H (-1.603, -1.097, 0.846)
H (-2.108, 1.194, -1.182)
H (-0.157, 2.443, -0.413)
H (1.339, 1.457, -1.028)
H (-0.019, 0.168, 1.588)
H (3.064, 0.520, 1.539)
H (4.083, -0.444, 0.471)

Atom charges from the natural (NBO) analysis, given in e for atoms 1 to 4:
1. H 0.37
2. N -0.69
3. C 0.30
4. N -0.52

(3)
Formula: C14H28NO
Source: the Open Molecules 2025 dataset
Level of theory: ωB97M-V/def2-TZVPD

multiplicity	2
frontier orbital gap (alpha / beta)	8.77 / 10.06	eV
expectation value of S²	0.754

Atoms and positions in Å:
C (-2.742, 2.571, -1.636)
C (-1.946, 1.251, -1.582)
C (-0.517, 1.327, -2.154)
C (0.614, 1.663, -1.186)
C (0.321, 2.974, -0.454)
C (1.072, 0.550, -0.194)
C (1.150, -0.876, -0.778)
C (0.250, -1.974, -0.176)
C (-1.133, -2.004, -0.851)
C (0.941, -3.313, -0.506)
N (0.122, -1.905, 1.294)
O (-0.972, -2.393, 1.752)
C (0.662, -0.695, 1.968)
C (-0.010, -0.575, 3.344)
C (2.171, -0.887, 2.228)
C (0.369, 0.572, 1.186)
H (-2.417, 3.193, -2.462)
H (-3.797, 2.339, -1.724)
H (-2.633, 3.112, -0.704)
H (-2.485, 0.532, -2.189)
H (-1.974, 0.870, -0.568)
H (-0.543, 2.128, -2.891)
H (-0.325, 0.422, -2.723)
H (1.489, 1.886, -1.795)
H (1.104, 3.132, 0.284)
H (-0.620, 2.956, 0.078)
H (0.362, 3.801, -1.155)
H (2.097, 0.817, 0.039)
H (0.974, -0.901, -1.843)
H (2.177, -1.214, -0.657)
H (-1.050, -1.654, -1.870)
H (-1.472, -3.030, -0.910)
H (-1.883, -1.451, -0.303)
H (1.222, -3.358, -1.552)
H (1.830, -3.384, 0.117)
H (0.305, -4.142, -0.224)
H (0.069, -1.499, 3.901)
H (0.549, 0.172, 3.899)
H (-1.038, -0.249, 3.260)
H (2.470, -0.389, 3.139)
H (2.782, -0.580, 1.388)
H (2.336, -1.953, 2.346)
H (0.815, 1.384, 1.749)
H (-0.694, 0.774, 1.113)

Atom charges from the natural (NBO) analysis, given in e for atoms 1 to 4:
1. C -0.60
2. C -0.41
3. C -0.40
4. C -0.19

(4)
Formula: C5H7N
Source: the Open Molecules 2025 dataset
Level of theory: ωB97M-V/def2-TZVPD

frontier orbital gap	10.48	eV

Atoms and positions in Å:
C (-0.714, 1.036, -0.028)
C (0.632, 0.474, -0.494)
C (1.090, -0.308, 0.751)
N (0.005, -1.277, 0.534)
C (-0.110, -0.855, -0.864)
C (-1.141, -0.427, 0.137)
H (-0.706, 1.757, 0.801)
H (-1.300, 1.439, -0.858)
H (1.300, 1.075, -1.112)
H (0.973, 0.187, 1.719)
H (2.051, -0.819, 0.644)
H (0.039, -1.526, -1.706)
H (-2.119, -0.756, 0.474)

Atom charges from the natural (NBO) analysis, given in e for atoms 1 to 4:
1. C -0.41
2. C -0.24
3. C -0.22
4. N -0.38

| no. | total energy (eV) |
| --- | --- |
| 1 | -140213.27857 |
| 2 | -11736.64054 |
| 3 | -18507.89126 |
| 4 | -6785.36919 |